25
Properties=species:S:1:pos:R:3 method="wB97M-V/def2-TZVPD" orbital_gap_ev=7.193
C 0.61 -1.42 -1.64
C 0.00 -0.51 -0.61
C -0.37 0.75 -1.03
N 0.06 1.22 -2.24
C -0.21 2.58 -2.39
C -0.92 3.09 -1.35
S -1.35 1.92 -0.21
C -0.43 -1.01 0.62
C 0.00 -2.05 1.40
C -0.78 -1.95 2.64
C -1.58 -0.92 2.48
O -1.40 -0.27 1.30
H -0.08 -1.44 -2.50
H 1.54 -1.18 -2.18
H 0.76 -2.41 -1.32
H 0.47 0.68 -2.94
H 0.02 2.99 -3.36
H -1.28 4.20 -1.25
H 0.68 -2.78 0.99
H -0.91 -2.77 3.39
H -2.30 -0.50 3.31
N 1.74 0.19 2.32
C 2.00 0.72 1.27
O 2.60 1.21 0.40
H 1.12 -0.37 2.89

***

24
Properties=species:S:1:pos:R:3 method="wB97M-V/def2-TZVPD" orbital_gap_ev=6.812 total_charge=+2
C 0.36 1.01 1.80
C 2.67 -1.72 -1.55
C 2.79 -1.55 -0.13
C 1.65 -1.15 -2.27
C 1.85 -0.73 0.45
C 0.69 -0.33 -1.70
C 0.75 -0.15 -0.28
C -2.07 2.13 -0.08
C -1.97 0.02 0.89
C -0.19 0.67 0.49
N 0.75 1.60 2.71
N -0.76 1.92 -0.01
N -2.75 1.10 0.50
N -2.49 -1.06 1.40
H 3.45 -2.36 -1.98
H 3.68 -1.67 0.42
H 1.69 -1.00 -3.32
H 1.78 -0.80 1.50
H -0.19 -0.14 -2.30
H -2.57 3.03 -0.40
H -0.08 2.68 -0.26
H -3.74 1.40 0.56
H -1.83 -1.60 2.04
H -3.50 -1.30 1.52

***

30
Properties=species:S:1:pos:R:3 method="wB97M-V/def2-TZVPD" orbital_gap_ev=8.645
N 0.25 2.38 2.00
C 1.42 1.91 1.51
N 1.62 0.72 0.99
C 2.91 0.77 0.58
S 3.67 -0.59 -0.24
C 2.97 -0.29 -1.90
C 1.46 -0.13 -1.90
O 0.91 0.68 -2.60
N 0.83 -1.02 -1.07
C -0.50 -1.06 -0.70
C -1.49 -0.34 -1.38
C -2.80 -0.42 -0.96
C -3.14 -1.21 0.13
N -4.50 -1.29 0.56
O -5.33 -0.65 -0.06
O -4.75 -1.97 1.53
C -2.16 -1.94 0.80
C -0.85 -1.86 0.39
N 3.51 1.90 0.82
N 2.56 2.64 1.43
H 0.28 3.15 2.64
H -0.46 1.68 2.16
H 3.42 0.61 -2.32
H 3.26 -1.15 -2.50
H 1.46 -1.55 -0.47
H -1.22 0.28 -2.22
H -3.58 0.14 -1.47
H -2.45 -2.55 1.64
H -0.08 -2.42 0.91
H 2.75 3.59 1.70

***

22
Properties=species:S:1:pos:R:3 method="wB97M-V/def2-TZVPD" orbital_gap_ev=8.839 total_charge=+1
O -3.00 -0.97 -1.39
C -2.53 -0.72 -0.35
C -2.36 -0.65 1.08
C -1.24 0.06 0.30
N -1.17 1.54 0.26
C 0.02 1.86 -0.60
C 0.90 0.65 -0.42
C 2.23 0.49 -0.71
C 2.82 -0.74 -0.46
C 2.08 -1.78 0.09
C 0.73 -1.63 0.37
C 0.15 -0.40 0.12
H -3.07 -0.04 1.63
H -2.09 -1.55 1.62
H -1.00 1.90 1.21
H -2.03 1.98 -0.09
H 0.48 2.80 -0.30
H -0.31 1.95 -1.64
H 2.81 1.30 -1.13
H 3.87 -0.88 -0.68
H 2.55 -2.72 0.30
H 0.17 -2.45 0.78

***

For the records above, the corresponding E_LUMO values read 0.023; -0.353; -0.013; -0.129 hartree.
For the records above, the corresponding E_tot values read -1045.1578; -605.3266; -1339.4664; -516.7401 a.u..
For the records above, the corresponding highest occupied orbital energy values read -0.241; -0.603; -0.330; -0.454 hartree.